25
Properties=species:S:1:pos:R:3:lowdin_charge:R:1 method="wB97M-V/def2-TZVPD" charge=+1 homo_lumo_gap_ev=7.72 mol_weight_g_mol=152.2 e_lumo_ev=-5.2
C -1.06 3.07 -0.83 -0.12
O -0.52 2.57 -2.10 -0.23
C 0.43 1.47 -1.91 -0.23
C -0.19 -0.03 -2.27 -0.17
C -1.03 -0.71 -1.04 -0.15
C -0.15 -1.07 0.30 -0.04
C -0.99 -1.80 1.55 0.04
C -0.26 -2.22 2.96 0.03
C 1.35 -1.83 3.10 0.01
C 2.09 -1.12 1.82 0.04
N 1.32 -0.80 0.51 0.06
H -0.36 2.93 0.10 0.09
H -2.09 2.55 -0.59 0.09
H -1.21 4.25 -0.95 0.12
H 1.30 1.64 -2.72 0.14
H 0.98 1.51 -0.86 0.11
H 0.62 -0.77 -2.72 0.13
H -0.96 0.16 -3.16 0.14
H -1.54 -1.71 -1.43 0.14
H -1.91 0.00 -0.72 0.13
H -2.15 -2.05 1.41 0.13
H -0.82 -2.76 3.83 0.12
H 2.00 -2.05 4.06 0.11
H 3.24 -0.85 1.91 0.14
H 1.89 -0.38 -0.25 0.13